C6H4O in the gas phase, computed with ωB97M-V/def2-TZVPD.

Properties
SMILES   C#C/C=C\C#CO
ΔE to the lowest compared entry with this formula, charge and spin   103.8 kcal/mol
Lowest unoccupied orbital energy   0.290 eV
Highest occupied orbital energy   -8.2 eV
E   -8327.940 eV

Each line ends with the Mulliken charge.
Atoms and positions in Å:
C1 0.03 -1.79 0.03  -0.51
C2 -0.97 -1.08 0.02  -0.08
C3 -1.56 0.14 0.21  -0.15
C4 -0.84 1.33 0.27  -0.43
C5 0.51 1.04 0.16  -0.30
C6 1.49 0.35 0.22  0.70
O1 2.74 -0.05 0.13  -0.55
H1 0.60 -2.69 -0.16  0.39
H2 -2.66 0.15 0.51  0.25
H3 -1.17 2.40 0.58  0.30
H4 3.47 0.48 0.63  0.38

C4H8O3 in the gas phase, computed with ωB97M-V/def2-TZVPD.

Properties
SMILES   C=C(OC)OOC
ΔE to the lowest compared entry with this formula, charge and spin   124.7 kcal/mol
Lowest unoccupied orbital energy   0.921 eV
Highest occupied orbital energy   -8.5 eV
E   -10415.598 eV

Each line ends with the Mulliken charge.
Atoms and positions in Å:
C1 0.85 -0.02 1.98  -0.70
C2 -0.13 -0.01 1.08  0.62
O1 -1.20 -0.82 1.17  -0.36
C3 -2.27 -0.68 0.26  -0.59
O2 -0.01 0.74 -0.07  -0.26
O3 1.33 0.35 -0.53  -0.20
C4 1.56 0.62 -1.89  -0.58
H1 0.87 -0.78 2.75  0.26
H2 1.68 0.65 1.87  0.28
H3 -2.82 0.25 0.43  0.28
H4 -1.93 -0.72 -0.78  0.27
H5 -2.93 -1.53 0.46  0.23
H6 1.75 1.68 -2.09  0.25
H7 0.78 0.22 -2.55  0.26
H8 2.48 0.05 -2.07  0.25

A molecular structure, C31H61BN2O11PtS5, computed with ωB97M-V/def2-TZVPD.

Properties
ΔE to the lowest compared entry with this formula, charge and spin   56.6 kcal/mol
Spin multiplicity   3
Lowest unoccupied orbital energy (spin up / spin down)   -0.247 / -1.076 eV
Highest occupied orbital energy (spin up / spin down)   -8.2 / -8.2 eV
E   -116729.178 eV

Each line ends with the Mulliken charge.
Atoms and positions in Å:
Pt1 -2.81 7.54 -35.13  3.63
B1 -3.73 5.41 -35.05  1.07
H1 -3.91 5.95 -34.04  -0.39
H2 -4.49 4.56 -35.22  -0.27
H3 -3.72 6.11 -35.97  -0.13
H4 -2.65 4.97 -35.04  -0.28
C1 -4.24 10.46 -37.92  -0.21
C2 -4.26 10.29 -36.39  0.88
C3 -5.49 10.99 -35.78  -0.98
O1 -4.10 8.98 -36.02  -1.55
H5 -4.86 11.29 -38.30  -0.12
H6 -4.75 9.65 -38.44  0.19
H7 -3.23 10.65 -38.29  -0.39
H8 -3.43 10.98 -36.13  -0.24
H9 -5.69 10.90 -34.72  0.18
H10 -6.35 10.79 -36.43  0.04
H11 -5.29 12.05 -35.99  0.44
C4 0.46 12.27 -35.65  -0.85
C5 1.18 11.80 -34.38  -0.65
C6 0.51 10.50 -33.90  -0.46
S1 0.20 9.55 -35.45  0.51
O2 -1.09 8.88 -35.28  -1.32
O3 1.32 8.78 -35.91  -0.64
C7 0.01 11.07 -36.48  0.31
H12 1.12 12.88 -36.27  0.36
H13 -0.33 12.98 -35.40  0.34
H14 1.14 12.54 -33.58  0.36
H15 2.21 11.61 -34.70  0.34
H16 -0.51 10.72 -33.60  0.14
H17 1.06 9.98 -33.13  0.48
H18 -1.06 11.17 -36.65  -0.47
H19 0.58 10.90 -37.39  0.42
C8 -6.88 6.71 -35.02  0.44
C9 -8.11 7.62 -34.89  -0.30
C10 -9.09 7.16 -36.00  -0.12
S2 -8.95 5.35 -36.09  1.17
O4 -8.98 4.87 -37.44  -0.66
O5 -9.86 4.76 -35.11  -0.73
C11 -7.26 5.30 -35.45  -1.08
H20 -6.51 6.64 -34.00  -0.08
H21 -6.21 7.27 -35.68  -0.17
H22 -7.87 8.67 -35.06  -0.17
H23 -8.53 7.58 -33.88  0.30
H24 -8.56 7.50 -36.90  -0.33
H25 -10.14 7.44 -36.05  0.71
H26 -6.61 4.84 -36.20  0.45
H27 -7.24 4.63 -34.59  0.43
C12 -4.08 7.86 -29.87  -0.81
C13 -5.29 8.08 -30.79  -0.63
C14 -5.00 9.16 -31.84  -0.24
S3 -3.25 9.08 -32.15  1.22
O6 -2.68 10.36 -32.50  -0.76
O7 -3.05 7.94 -33.06  -1.29
C15 -2.81 8.35 -30.56  -0.78
H28 -4.12 6.82 -29.57  0.40
H29 -4.21 8.47 -28.97  0.28
H30 -6.29 8.11 -30.37  0.58
H31 -5.35 7.15 -31.37  0.15
H32 -5.21 10.12 -31.36  0.45
H33 -5.53 9.18 -32.79  -0.09
H34 -2.38 9.11 -29.91  0.39
H35 -2.11 7.59 -30.90  0.46
C16 -9.71 10.90 -35.47  0.83
C17 -9.24 12.19 -34.76  -1.13
C18 -8.82 13.21 -35.77  0.06
S4 -10.16 13.09 -37.05  1.15
O8 -9.64 13.17 -38.40  -0.60
O9 -11.30 13.85 -36.60  -0.74
C19 -10.66 11.38 -36.59  -0.57
H36 -10.20 10.26 -34.75  0.54
H37 -8.88 10.33 -35.89  -0.86
H38 -8.41 11.96 -34.08  0.36
H39 -10.02 12.52 -34.06  0.39
H40 -7.93 12.79 -36.24  -0.40
H41 -8.52 14.21 -35.46  0.63
H42 -10.69 10.68 -37.42  -0.08
H43 -11.66 11.46 -36.17  0.43
C20 -3.76 15.38 -39.29  -0.86
C21 -4.10 13.88 -39.12  0.15
C22 -5.61 13.80 -38.73  0.22
S5 -6.11 15.48 -38.18  1.17
O10 -6.61 15.47 -36.82  -0.63
O11 -6.89 16.06 -39.24  -0.67
C23 -4.43 16.18 -38.19  -0.77
H44 -4.08 15.68 -40.29  0.35
H45 -2.69 15.61 -39.21  0.39
H46 -3.55 13.45 -38.28  0.06
H47 -4.00 13.31 -40.04  0.13
H48 -5.82 13.12 -37.92  -0.65
H49 -6.27 13.57 -39.57  0.35
H50 -4.01 15.90 -37.23  0.29
H51 -4.53 17.26 -38.29  0.49
N1 0.31 9.81 -40.35  0.07
C24 0.79 10.80 -41.19  -0.52
C25 -0.26 11.67 -41.43  -0.82
C26 -1.38 11.22 -40.70  0.36
C27 -1.02 10.01 -40.19  -1.14
H52 0.74 8.94 -40.13  0.23
H53 1.76 10.60 -41.62  0.43
H54 -0.23 12.54 -42.06  0.40
H55 -2.33 11.71 -40.68  0.43
H56 -1.61 9.30 -39.61  0.57
N2 -9.69 7.33 -39.34  0.14
C28 -8.37 7.16 -39.58  -0.69
C29 -7.71 8.37 -39.42  -0.78
C30 -8.72 9.29 -39.03  0.15
C31 -9.93 8.65 -39.03  -1.09
H57 -10.31 6.55 -39.36  0.22
H58 -7.90 6.22 -39.82  0.39
H59 -6.66 8.50 -39.63  0.52
H60 -8.57 10.35 -38.88  0.71
H61 -10.96 8.95 -38.89  0.43

2 unconnected molecules or ions with the total composition C2H7N2OS, computed with ωB97M-V/def2-TZVPD.

Properties
Total charge   +1
ΔE to the lowest compared entry with this formula, charge and spin   64.2 kcal/mol
Lowest unoccupied orbital energy   -5.033 eV
Highest occupied orbital energy   -14.5 eV
E   -18040.804 eV

Each line ends with the Mulliken charge.
Atoms and positions in Å:
C1 2.03 0.07 -0.04  0.46
C2 -2.20 -0.26 0.52  -0.58
N1 2.35 -1.05 -0.56  -0.24
N2 1.11 0.97 0.17  -0.20
O1 -1.66 0.25 -0.71  -0.58
S1 3.78 -0.08 0.12  0.08
H1 -2.88 -1.22 0.36  0.29
H2 -2.68 0.56 1.12  0.28
H3 -1.46 -0.48 1.16  0.27
H4 2.40 -1.37 -1.52  0.34
H5 -2.24 0.19 -1.43  0.31
H6 1.34 1.62 0.95  0.31
H7 0.11 0.81 -0.13  0.27

A molecular structure, C26H21BrCl3N7O7SeSiV, computed with ωB97M-V/def2-TZVPD.

Properties
Total charge   -1
ΔE to the lowest compared entry with this formula, charge and spin   57.0 kcal/mol
Spin multiplicity   3
Lowest unoccupied orbital energy (spin up / spin down)   1.307 / 1.591 eV
Highest occupied orbital energy (spin up / spin down)   -5.2 / -5.2 eV
E   -258588.467 eV

Each line ends with the Mulliken charge.
Atoms and positions in Å:
V1 1.46 -0.16 1.94  -0.11
O1 2.90 -1.04 -1.78  -0.59
C1 1.79 -1.33 -2.14  0.28
O2 0.93 -1.97 -1.33  0.10
C2 1.26 -1.01 -3.53  0.21
C3 2.17 -1.11 -4.59  -0.73
C4 1.84 -1.07 -5.91  -0.13
C5 0.50 -0.74 -6.26  -0.22
C6 -0.43 -0.53 -5.31  -0.22
C7 -0.09 -0.64 -3.90  0.86
O3 -0.99 -0.41 -3.03  -0.74
N1 -1.81 -0.15 -5.50  1.03
O4 -2.01 1.05 -5.81  -0.64
O5 -2.75 -0.90 -5.29  -0.58
N2 2.69 -1.48 -7.02  0.88
O6 3.57 -2.34 -6.78  -0.58
O7 2.50 -1.01 -8.15  -0.61
H1 3.20 -1.47 -4.45  0.47
H2 0.20 -0.77 -7.30  0.45
Br1 1.03 1.88 3.86  -0.14
C8 1.28 0.79 5.36  0.57
C9 1.03 1.23 6.61  -0.50
C10 1.08 0.28 7.70  -0.66
C11 1.23 -1.03 7.44  -0.77
C12 1.45 -1.50 6.13  0.99
C13 1.55 -2.87 5.88  -0.65
C14 1.78 -3.36 4.63  -1.38
C15 1.89 -2.40 3.56  -0.41
C16 1.67 -1.08 3.72  -0.05
C17 1.46 -0.60 5.02  1.01
H3 0.94 2.32 6.71  0.37
H4 1.03 0.60 8.68  0.45
H5 1.02 -1.85 8.16  0.26
H6 1.59 -3.53 6.79  0.23
H7 1.97 -4.43 4.48  0.40
H8 2.25 -2.78 2.66  0.86
N3 -3.83 -0.72 2.30  -0.46
C18 -2.80 -0.29 1.53  0.04
C19 -1.48 -0.35 2.04  -0.81
N4 -0.50 -0.02 1.18  1.22
C20 -0.77 0.24 -0.11  -1.02
C21 -2.07 0.25 -0.49  -0.96
N5 -3.05 -0.05 0.27  -0.43
H9 -3.75 -0.79 3.26  0.19
H10 -4.74 -0.64 1.92  0.24
H11 -1.24 -0.78 3.02  0.29
H12 0.04 0.41 -0.86  0.85
H13 -2.27 0.52 -1.52  1.08
Cl1 2.91 -3.87 0.03  -0.42
Si1 1.59 -2.21 0.25  0.43
Cl2 -0.09 -3.34 1.21  -0.37
Cl3 3.01 1.18 1.10  -0.55
C22 0.51 3.19 -0.06  -1.10
N6 -0.43 3.02 -1.10  0.31
C23 -0.08 2.54 -2.43  -0.37
C24 -1.29 2.56 -3.12  -0.78
N7 -2.29 2.98 -2.24  0.23
C25 -3.64 2.60 -2.58  -0.95
C26 -1.76 3.22 -1.04  -0.29
Se1 -2.86 3.73 0.39  -0.36
H14 0.44 4.23 0.31  0.38
H15 1.43 3.14 -0.50  0.49
H16 0.37 2.50 0.78  0.17
H17 0.91 2.31 -2.72  0.54
H18 -1.45 2.24 -4.14  0.64
H19 -4.33 3.36 -2.20  0.35
H20 -3.90 1.71 -2.01  0.35
H21 -3.76 2.52 -3.68  0.37

C5H14N2S in the gas phase, computed with ωB97M-V/def2-TZVPD.

Properties
SMILES   C[C@@H](N)CNCCS
ΔE to the lowest compared entry with this formula, charge and spin   22.9 kcal/mol
Lowest unoccupied orbital energy   0.989 eV
Highest occupied orbital energy   -8.7 eV
E   -19226.302 eV

Each line ends with the Mulliken charge.
Atoms and positions in Å:
C1 0.01 -2.27 -1.21  -1.12
C2 0.46 -0.78 -1.46  0.42
N1 0.98 -0.38 -2.76  -0.53
C3 -0.57 0.25 -0.97  -1.08
N2 -0.77 0.19 0.49  -0.17
C4 -0.31 1.30 1.34  -0.91
C5 -0.09 0.73 2.72  -0.43
S1 0.90 1.96 3.72  -0.25
H1 0.84 -2.86 -0.85  0.28
H2 -0.82 -2.09 -0.52  0.30
H3 -0.49 -2.71 -2.08  0.31
H4 1.29 -0.81 -0.75  0.19
H5 0.58 -0.81 -3.58  0.20
H6 1.98 -0.29 -2.81  0.21
H7 -1.50 0.16 -1.56  0.35
H8 -0.25 1.25 -1.30  0.37
H9 -1.76 0.01 0.53  0.25
H10 -1.17 2.00 1.36  0.32
H11 0.52 1.82 0.86  0.52
H12 -1.01 0.31 3.11  0.37
H13 0.65 -0.06 2.63  0.28
H14 0.54 3.07 3.10  0.11

C4H4N2O2S in the gas phase, computed with ωB97M-V/def2-TZVPD.

Properties
ΔE to the lowest compared entry with this formula, charge and spin   0.0 kcal/mol
Spin multiplicity   3
Lowest unoccupied orbital energy (spin up / spin down)   0.672 / -3.081 eV
Highest occupied orbital energy (spin up / spin down)   -6.0 / -9.8 eV
E   -22117.832 eV

Each line ends with the Mulliken charge.
Atoms and positions in Å:
C1 1.11 -0.91 0.71  -0.46
C2 2.23 -0.19 0.36  -0.04
C3 0.21 -0.63 -0.28  0.12
C4 -2.49 0.73 0.39  0.22
N1 2.05 0.54 -0.70  -0.72
N2 0.85 0.20 -1.20  0.20
O1 -2.19 0.20 -0.78  -0.35
O2 -2.04 0.41 1.42  -0.43
S1 -1.25 -1.22 -0.76  -0.03
H1 1.15 -1.44 1.54  0.49
H2 3.16 -0.07 0.98  0.37
H3 -3.09 1.64 0.18  0.34
H4 0.30 0.73 -1.86  0.28

2 unconnected molecules or ions with the total composition C12H17N, computed with ωB97M-V/def2-TZVPD.

Properties
Total charge   +1
ΔE to the lowest compared entry with this formula, charge and spin   26.6 kcal/mol
Spin multiplicity   2
Lowest unoccupied orbital energy (spin up / spin down)   -3.806 / -7.072 eV
Highest occupied orbital energy (spin up / spin down)   -13.1 / -13.6 eV
E   -14201.631 eV

Each line ends with the Mulliken charge.
Atoms and positions in Å:
C1 -0.57 -1.89 -2.02  -1.51
C2 1.66 0.22 0.01  -0.17
C3 0.69 0.12 -1.04  0.77
C4 0.48 -1.28 -1.16  0.67
C5 1.36 -1.94 -0.30  -0.45
C6 1.76 1.40 0.69  -0.41
C7 1.06 2.52 0.19  -0.26
C8 0.00 1.23 -1.49  -0.52
C9 0.27 2.49 -0.94  -0.79
N1 2.12 -1.06 0.37  -0.04
H1 3.10 -1.25 0.48  0.33
H2 2.13 1.46 1.71  0.47
H3 1.46 -2.99 -0.07  0.46
H4 1.12 3.45 0.74  0.39
H5 -0.72 1.07 -2.29  0.46
H6 -0.91 -2.81 -1.60  0.40
H7 -0.22 -2.01 -3.05  0.35
H8 -0.31 3.31 -1.32  0.42
H9 -1.47 -1.28 -2.08  0.38
C10 -2.27 -0.82 1.89  -0.40
C11 -3.51 -0.19 1.24  -1.20
C12 -0.97 -0.01 1.55  -0.46
H10 -2.46 -1.07 2.93  0.41
H11 -2.11 -1.83 1.51  0.26
H12 -3.23 0.37 0.35  0.31
H13 -1.32 0.93 1.15  0.32
H14 -4.05 0.43 1.94  0.30
H15 -4.24 -0.96 0.96  0.35
H16 -0.34 0.06 2.44  0.33
H17 -0.43 -0.61 0.86  -0.14

Q: Number 1 is which compound?
A: C6H4O